# 1
Formula: C30H25CuN3O2PSe3Te
Source: the Open Molecules 2025 dataset
Level of theory: ωB97M-V with the def2-TZVPD basis set

ORCA input file:
```
! wB97M-V def2-TZVPD RIJCOSX def2/J DEFGRID3
* xyz -1 2
Cu 0.236 -0.855 -2.338
O 2.104 -4.242 -1.057
C 1.481 -3.172 -1.158
N 1.837 -2.026 -1.706
C 2.960 -2.050 -2.599
C 2.541 -1.626 -4.000
C 3.456 -1.618 -5.050
C 3.048 -1.206 -6.302
C 1.730 -0.805 -6.485
C 0.883 -0.838 -5.395
N 1.278 -1.245 -4.187
C 0.057 -3.141 -0.612
C -0.354 -4.055 0.347
C -1.676 -4.040 0.757
C -2.550 -3.127 0.186
C -2.061 -2.243 -0.760
N -0.788 -2.251 -1.148
H 3.742 -1.344 -2.280
H 3.422 -3.043 -2.652
H 4.478 -1.925 -4.867
H 3.747 -1.186 -7.129
H 1.370 -0.462 -7.445
H -0.150 -0.515 -5.467
H 0.370 -4.760 0.729
H -2.024 -4.739 1.508
H -3.593 -3.092 0.470
H -2.692 -1.492 -1.218
Se 2.994 1.979 -3.348
Se 0.939 2.459 -4.078
Te -0.672 1.470 -2.296
Se -2.674 1.428 -3.685
O -2.002 0.391 0.496
P -1.240 1.062 1.580
C 0.508 1.267 1.229
C 1.166 0.142 0.728
C 2.497 0.222 0.365
C 3.181 1.422 0.511
C 2.537 2.539 1.020
C 1.196 2.467 1.379
C -1.287 0.115 3.120
C -0.355 0.289 4.139
C -0.438 -0.471 5.295
C -1.447 -1.416 5.432
C -2.369 -1.602 4.412
C -2.292 -0.838 3.258
C -1.911 2.700 1.927
C -2.039 3.237 3.202
C -2.559 4.512 3.371
C -2.952 5.253 2.265
C -2.834 4.716 0.989
C -2.320 3.440 0.817
H 0.632 -0.786 0.570
H 2.974 -0.648 -0.065
H 4.215 1.492 0.200
H 3.069 3.477 1.115
H 0.686 3.346 1.749
H 0.451 1.003 4.014
H 0.292 -0.339 6.083
H -1.502 -2.017 6.330
H -3.145 -2.351 4.512
H -2.986 -0.985 2.440
H -1.742 2.656 4.068
H -2.662 4.923 4.367
H -3.359 6.247 2.397
H -3.149 5.286 0.126
H -2.250 3.010 -0.175
*
```

## Properties
- Strongest force on any atom: 0.004 Eh/bohr
- Lowest unoccupied orbital energy (alpha / beta): 2.360 / 1.255 eV
- <S²>: 0.76
- Orbital gap (alpha / beta): 0.22328 / 0.18267 Eh

=====

# 2
Formula: C30H25F5
Source: the Open Molecules 2025 dataset
Level of theory: ωB97M-V with the def2-TZVPD basis set

ORCA input file:
```
! wB97M-V def2-TZVPD RIJCOSX def2/J DEFGRID3
* xyz 0 1
F -3.819 -0.742 -3.781
C -4.193 -1.893 -3.109
C -4.940 -1.793 -1.989
C -5.281 -3.005 -1.373
C -4.885 -4.264 -1.853
C -3.992 -4.319 -2.897
C -3.598 -3.138 -3.514
H -5.431 -0.912 -1.688
H -5.933 -2.914 -0.517
H -5.182 -5.073 -1.235
H -3.561 -5.283 -3.216
H -2.898 -3.089 -4.396
F 3.175 -2.055 4.513
C 3.060 -1.311 3.392
C 4.052 -0.367 3.170
C 4.047 0.370 1.966
C 3.112 0.009 0.987
C 2.209 -1.025 1.207
C 2.182 -1.772 2.367
H 4.880 -0.329 3.876
H 4.704 1.214 1.790
H 3.065 0.609 0.054
H 1.518 -1.285 0.406
H 1.489 -2.558 2.617
F 0.785 -1.248 -2.393
C 1.798 -0.339 -2.637
C 1.479 0.960 -2.627
C 2.488 1.899 -2.848
C 3.793 1.488 -2.959
C 4.049 0.102 -3.064
C 3.068 -0.845 -2.863
H 0.473 1.303 -2.407
H 2.313 2.976 -2.835
H 4.680 2.121 -2.980
H 5.071 -0.214 -3.045
H 3.267 -1.933 -2.942
F -0.433 0.623 -0.021
C -1.324 -0.240 0.490
C -1.717 -1.401 -0.101
C -2.617 -2.241 0.531
C -3.107 -1.948 1.788
C -2.738 -0.758 2.426
C -1.865 0.095 1.759
H -1.239 -1.678 -1.061
H -3.077 -3.102 0.019
H -3.815 -2.616 2.259
H -3.093 -0.512 3.481
H -1.542 1.051 2.168
F 2.377 2.980 0.155
C 1.598 3.603 1.067
C 1.631 3.284 2.422
C 0.868 4.067 3.335
C -0.081 5.014 2.834
C -0.046 5.284 1.484
C 0.778 4.628 0.594
H 2.253 2.430 2.759
H 0.827 3.800 4.364
H -0.776 5.483 3.478
H -0.743 5.998 1.068
H 0.839 4.807 -0.475
*
```

## Properties
- Strongest force on any atom: 0.057 Eh/bohr
- SMILES: Fc1ccccc1.Fc1ccccc1.Fc1ccccc1.Fc1ccccc1.Fc1ccccc1
- Lowest unoccupied orbital energy: 0.817 eV
- Orbital gap: 0.36038 Eh